Entry 1:
{"formula": "C49H69N8O3", "method": "ωB97M-V/def2-TZVPD", "species": ["C", "O", "C", "C", "C", "C", "C", "C", "C", "C", "C", "C", "C", "C", "C", "N", "C", "C", "C", "C", "N", "C", "O", "O", "H", "H", "H", "H", "H", "H", "H", "H", "H", "H", "H", "H", "H", "H", "H", "H", "H", "H", "H", "H", "H", "H", "H", "H", "H", "H", "H", "H", "H", "H", "H", "H", "H", "H", "H", "H", "H", "H", "H", "N", "C", "C", "C", "C", "C", "H", "H", "H", "H", "H", "N", "C", "C", "C", "C", "C", "H", "H", "H", "H", "H", "N", "C", "C", "C", "C", "C", "H", "H", "H", "H", "H", "N", "C", "C", "C", "C", "C", "H", "H", "H", "H", "H", "N", "C", "C", "C", "C", "C", "H", "H", "H", "H", "H", "N", "C", "C", "C", "C", "C", "H", "H", "H", "H", "H"], "coordinates": [[-8.0824, 5.0967, 7.5367], [-7.2690, 4.8681, 6.4112], [-6.0645, 5.5893, 6.5232], [-5.2228, 5.3996, 5.2688], [-6.0324, 5.6010, 3.9797], [-6.0113, 4.4259, 2.9978], [-4.6384, 3.8351, 2.6964], [-4.8167, 2.4910, 1.9345], [-3.7053, 2.2841, 0.8869], [-3.3660, 0.7803, 0.7744], [-1.9676, 0.5631, 0.1419], [-2.0192, -0.5260, -0.9382], [-0.6495, -0.9815, -1.4421], [0.3777, -1.2620, -0.3453], [1.1473, -2.5730, -0.5374], [0.2658, -3.7265, -0.8037], [0.0767, -4.6295, 0.3083], [-1.0727, -5.6134, 0.0740], [-1.1459, -6.2097, -1.3481], [-2.4879, -5.9396, -2.0012], [-2.7119, -6.8247, -3.1499], [2.1261, -2.7390, 0.6428], [1.7162, -2.5652, 1.8195], [3.3199, -2.9912, 0.2897], [-8.4481, 6.1252, 7.5554], [-7.5381, 4.9023, 8.4627], [-8.9298, 4.4251, 7.4922], [-6.2272, 6.6579, 6.6901], [-5.4883, 5.1798, 7.3560], [-4.7799, 4.4137, 5.3402], [-4.4287, 6.1367, 5.2838], [-7.0716, 5.8098, 4.2129], [-5.6499, 6.4762, 3.4609], [-6.3769, 4.8116, 2.0462], [-6.7010, 3.6381, 3.2860], [-4.0703, 3.6110, 3.5924], [-4.0403, 4.5043, 2.0854], [-5.7947, 2.5167, 1.4649], [-4.7867, 1.7090, 2.6846], [-4.0926, 2.6250, -0.0687], [-2.7986, 2.8018, 1.1756], [-4.1194, 0.2849, 0.1675], [-3.3643, 0.3644, 1.7749], [-1.6579, 1.4842, -0.3420], [-1.2928, 0.2851, 0.9396], [-2.6488, -1.3571, -0.6291], [-2.5374, -0.0601, -1.7806], [-0.2535, -0.1817, -2.0623], [-0.7949, -1.8497, -2.0794], [-0.0312, -1.2586, 0.6589], [1.1264, -0.4746, -0.4036], [1.7774, -2.4446, -1.4118], [0.6415, -4.2005, -1.6079], [0.9631, -5.2131, 0.5767], [-0.1886, -4.0410, 1.1768], [-2.0370, -5.1648, 0.3039], [-0.9434, -6.4442, 0.7626], [-1.0813, -7.2949, -1.2763], [-0.3304, -5.9022, -1.9942], [-3.2775, -6.1467, -1.2891], [-2.4855, -4.8857, -2.2922], [-3.6621, -6.7234, -3.4782], [-2.0992, -6.5832, -3.9177], [8.2474, -2.1813, 1.1921], [8.8649, -1.8928, 0.0475], [8.2026, -1.6878, -1.1526], [6.8182, -1.7901, -1.1665], [6.1508, -2.0918, 0.0107], [6.9154, -2.2756, 1.1571], [9.9476, -1.8243, 0.1026], [8.7585, -1.4536, -2.0521], [6.2630, -1.6369, -2.0839], [5.0747, -2.1803, 0.0479], [6.4365, -2.5109, 2.1006], [0.6096, 1.7228, -3.0400], [1.7430, 1.5434, -3.7131], [2.7891, 2.4542, -3.7195], [2.6436, 3.6208, -2.9872], [1.4693, 3.8257, -2.2813], [0.4892, 2.8467, -2.3387], [1.8131, 0.6150, -4.2704], [3.6923, 2.2532, -4.2801], [3.4368, 4.3582, -2.9636], [1.3165, 4.7205, -1.6931], [-0.4414, 2.9606, -1.7923], [5.8504, 2.3356, -5.6958], [6.3473, 3.5677, -5.7775], [7.6862, 3.8722, -5.5860], [8.5586, 2.8384, -5.2881], [8.0593, 1.5503, -5.1966], [6.7032, 1.3541, -5.4101], [5.6288, 4.3472, -6.0082], [8.0335, 4.8931, -5.6669], [9.6113, 3.0339, -5.1287], [8.7040, 0.7141, -4.9642], [6.2710, 0.3613, -5.3499], [-1.0748, 2.7984, 3.5872], [-0.5191, 3.9974, 3.4529], [0.8350, 4.2309, 3.4684], [1.6904, 3.1660, 3.6357], [1.1495, 1.8880, 3.7897], [-0.2473, 1.7607, 3.7569], [-1.2177, 4.8177, 3.3160], [1.2159, 5.2358, 3.3422], [2.7613, 3.3165, 3.6424], [1.7792, 1.0187, 3.9192], [-0.7201, 0.7899, 3.8577], [3.9520, 2.9297, 1.0983], [4.4933, 4.1380, 0.9508], [5.8555, 4.3795, 0.9458], [6.7115, 3.3068, 1.1058], [6.1762, 2.0413, 1.2616], [4.7864, 1.9023, 1.2494], [3.7866, 4.9538, 0.8303], [6.2343, 5.3852, 0.8194], [7.7842, 3.4541, 1.1083], [6.8136, 1.1812, 1.3878], [4.3214, 0.9279, 1.3620], [-5.3907, -8.5059, -3.3101], [-6.6148, -8.5963, -3.8251], [-7.1541, -9.7728, -4.3230], [-6.3746, -10.9179, -4.2867], [-5.0978, -10.8394, -3.7558], [-4.6551, -9.6128, -3.2802], [-7.1877, -7.6751, -3.8369], [-8.1566, -9.7891, -4.7284], [-6.7570, -11.8569, -4.6669], [-4.4560, -11.7083, -3.7093], [-3.6642, -9.4982, -2.8545]], "total_charge": -1}



Entry 2:
{"formula": "C49H73F3N2O2RbSb", "method": "ωB97M-V/def2-TZVPD", "species": ["Rb", "C", "N", "C", "C", "C", "N", "C", "C", "C", "C", "C", "C", "C", "O", "C", "C", "C", "C", "C", "C", "C", "C", "C", "C", "C", "C", "C", "C", "C", "O", "C", "C", "C", "C", "C", "C", "C", "C", "H", "H", "H", "H", "H", "H", "H", "H", "H", "H", "H", "H", "H", "H", "H", "H", "H", "H", "H", "H", "H", "H", "H", "H", "H", "H", "H", "H", "H", "H", "H", "H", "H", "H", "H", "H", "H", "H", "H", "H", "H", "H", "H", "H", "H", "H", "H", "H", "H", "H", "H", "H", "H", "H", "C", "C", "Sb", "C", "C", "C", "C", "H", "H", "H", "H", "H", "H", "H", "H", "H", "H", "H", "H", "H", "H", "H", "F", "C", "F", "F", "C", "C", "C", "C", "C", "C", "C", "C", "H", "H", "H", "H"], "coordinates": [[0.8966, 1.2452, -0.8166], [1.7525, 3.8633, -3.8358], [2.1438, 2.6030, -3.2536], [3.5173, 2.6336, -2.8130], [1.8439, 1.4611, -4.0996], [0.3545, 1.0987, -4.1259], [-0.0696, 0.1845, -3.0681], [0.3866, -1.1791, -3.3478], [0.4939, -2.1484, -2.1951], [-0.3149, -3.2716, -2.1733], [-0.2008, -4.2683, -1.2096], [0.7684, -4.0645, -0.2262], [1.6160, -2.9687, -0.1944], [1.5193, -1.9621, -1.2140], [2.3023, -0.9388, -1.2457], [2.6717, -2.8132, 0.9025], [2.4058, -1.5414, 1.7183], [4.0726, -2.7312, 0.2782], [2.6758, -3.9827, 1.8925], [-1.1349, -5.4792, -1.1674], [-0.4468, -6.7067, -0.5591], [-2.3717, -5.1497, -0.3226], [-1.5925, -5.8737, -2.5756], [-1.5206, 0.3580, -2.8710], [-2.2873, -0.5346, -1.9198], [-3.3253, -1.2835, -2.4417], [-4.2201, -2.0074, -1.6533], [-3.9987, -1.9595, -0.2786], [-2.9694, -1.2405, 0.3142], [-2.0877, -0.4527, -0.4992], [-1.1805, 0.3055, -0.0157], [-2.7539, -1.2575, 1.8304], [-3.7144, -2.1973, 2.5605], [-1.3252, -1.7310, 2.1318], [-2.9526, 0.1538, 2.4041], [-5.3998, -2.7369, -2.2936], [-6.3186, -1.7210, -2.9885], [-6.2331, -3.5021, -1.2649], [-4.9125, -3.7497, -3.3379], [2.3480, 4.0898, -4.7441], [1.8800, 4.6621, -3.1057], [0.6953, 3.8596, -4.0922], [4.2275, 2.8194, -3.6440], [3.7806, 1.6841, -2.3417], [3.6435, 3.4292, -2.0756], [2.4138, 0.6111, -3.7196], [2.1900, 1.6452, -5.1370], [0.0996, 0.6672, -5.1143], [-0.2280, 2.0154, -4.0208], [1.3928, -1.0804, -3.7647], [-0.2407, -1.6227, -4.1467], [-1.0707, -3.3443, -2.9491], [0.8613, -4.8024, 0.5588], [2.4095, -0.6701, 1.0634], [3.1844, -1.4237, 2.4820], [1.4398, -1.5997, 2.2236], [4.1156, -1.9169, -0.4423], [4.3157, -3.6681, -0.2315], [4.8221, -2.5677, 1.0628], [1.7231, -4.0667, 2.4212], [3.4598, -3.8200, 2.6386], [2.8783, -4.9347, 1.3957], [-0.1987, -6.5570, 0.4925], [0.4767, -6.9478, -1.0909], [-1.1165, -7.5709, -0.6141], [-2.0800, -4.9011, 0.7011], [-3.0644, -6.0004, -0.2879], [-2.8971, -4.2829, -0.7254], [-0.7364, -6.1110, -3.2121], [-2.1550, -5.0776, -3.0601], [-2.2441, -6.7525, -2.5257], [-2.0145, 0.2527, -3.8574], [-1.6552, 1.4014, -2.5506], [-3.4519, -1.2727, -3.5230], [-4.6573, -2.5237, 0.3672], [-3.6167, -3.2281, 2.2096], [-4.7578, -1.8929, 2.4419], [-3.4849, -2.1840, 3.6305], [-1.1615, -2.7482, 1.7650], [-1.1399, -1.7160, 3.2131], [-0.6097, -1.0796, 1.6344], [-3.9876, 0.4806, 2.2664], [-2.2964, 0.8601, 1.9001], [-2.7349, 0.1606, 3.4791], [-6.6900, -0.9870, -2.2705], [-7.1762, -2.2222, -3.4526], [-5.7809, -1.1765, -3.7662], [-6.6639, -2.8339, -0.5163], [-5.6301, -4.2477, -0.7420], [-7.0552, -4.0221, -1.7666], [-4.2739, -3.2785, -4.0863], [-5.7619, -4.2090, -3.8569], [-4.3344, -4.5428, -2.8625], [4.1062, 4.5945, 3.8056], [4.1481, 4.4205, 2.2929], [3.2223, 2.6488, 1.4637], [1.9263, 2.0742, 3.0912], [2.5310, 1.3180, 4.2657], [4.8904, 1.3113, 1.7839], [5.8437, 1.5695, 2.9428], [4.5329, 5.5518, 4.1207], [4.6538, 3.8031, 4.3195], [3.0804, 4.5616, 4.1803], [5.1783, 4.4158, 1.9252], [3.6575, 5.2642, 1.8040], [1.1461, 1.4714, 2.6191], [1.4199, 2.9847, 3.4234], [3.0646, 0.4263, 3.9315], [1.7568, 0.9852, 4.9629], [3.2372, 1.9331, 4.8266], [5.4328, 1.3470, 0.8347], [4.4735, 0.3053, 1.8330], [6.2700, 2.5749, 2.9055], [6.6809, 0.8644, 2.9352], [5.3472, 1.4692, 3.9088], [-0.8391, 10.0079, 3.5334], [-0.0477, 8.9420, 3.7809], [1.2045, 9.4384, 3.9554], [-0.4134, 8.4755, 5.0009], [-0.1150, 7.9018, 2.7175], [0.6395, 6.7386, 2.8598], [0.5985, 5.7632, 1.8869], [-0.1882, 5.9021, 0.7261], [-0.9489, 7.0812, 0.6163], [-0.9121, 8.0619, 1.5907], [-0.2071, 4.9101, -0.2869], [-0.2193, 4.0529, -1.1821], [1.2625, 6.5943, 3.7355], [1.1815, 4.8600, 2.0038], [-1.5684, 7.2088, -0.2611], [-1.5084, 8.9572, 1.4712]], "de_lowest_kcal_mol": 15.0, "total_charge": -2}



| no. | electronic energy (eV) |
| --- | --- |
| 1 | -69995.4025 |
| 2 | -74418.9644 |